# 1
One molecule with the formula C25H36N2O5. Source: OMol25; level of theory: ωB97M-V/def2-TZVPD.

```
68
Properties=species:S:1:pos:R:3:forces:R:3:nbo_charge:R:1
C -4.463 1.657 0.101 0.271 0.282 0.132 -0.63
C -3.834 2.680 1.036 -0.311 -0.358 0.224 -0.08
H -3.593 2.220 2.001 -0.078 0.145 -0.126 0.19
H -4.495 3.535 1.188 0.109 -0.088 0.011 0.19
O -2.640 3.228 0.473 -0.113 0.279 -0.208 -0.50
C -1.510 2.537 0.636 0.278 0.155 -0.018 0.82
O -1.438 1.519 1.280 -0.180 -0.100 0.072 -0.64
C -0.376 3.211 -0.093 0.213 -0.237 0.042 -0.53
H -0.433 4.285 0.085 0.011 0.026 -0.002 0.24
H -0.538 3.042 -1.162 -0.048 0.093 0.037 0.27
C 1.016 2.656 0.270 -0.382 0.444 -0.170 0.16
N 1.039 1.223 0.003 0.229 0.178 0.313 -0.64
C 0.778 0.660 -1.194 0.064 -0.768 0.363 0.71
O 0.603 1.285 -2.223 -0.103 0.258 -0.422 -0.65
C 0.746 -0.866 -1.127 -0.115 0.133 -0.284 -0.34
C 2.085 -1.447 -0.627 0.104 -0.017 -0.026 -0.39
C 2.705 -2.387 -1.661 0.053 -0.151 0.180 -0.49
C 1.693 -3.423 -2.101 0.350 0.246 -0.045 0.69
O 1.905 -4.622 -2.081 0.160 -0.427 0.111 -0.64
N 0.529 -2.877 -2.517 -0.236 -0.144 -0.043 -0.45
C 0.378 -1.443 -2.502 0.109 0.539 0.092 -0.21
H 1.013 -0.974 -3.264 -0.188 -0.011 0.032 0.21
H -0.655 -1.190 -2.737 0.041 -0.009 -0.058 0.22
C -0.535 -3.733 -2.992 -0.090 -0.267 -0.110 -0.22
H -0.155 -4.751 -2.877 -0.085 0.157 -0.107 0.25
H -0.705 -3.548 -4.059 0.016 -0.100 0.062 0.20
C -1.866 -3.570 -2.233 0.118 0.038 -0.024 -0.45
C -1.678 -3.213 -0.785 -0.279 0.095 -0.073 0.04
C -0.773 -3.900 0.020 -0.102 0.128 0.100 -0.25
C -0.540 -3.497 1.318 -0.010 0.092 0.166 -0.21
C -1.213 -2.397 1.854 0.023 -0.018 -0.097 0.28
C -2.158 -1.739 1.075 0.037 0.114 0.352 -0.31
C -2.373 -2.149 -0.231 0.075 -0.244 -0.081 -0.22
H -3.094 -1.612 -0.834 -0.046 0.060 -0.083 0.21
H -2.705 -0.896 1.461 -0.018 0.127 0.064 0.23
O -0.871 -2.043 3.125 0.127 -0.326 -0.196 -0.50
C -1.495 -0.914 3.691 -0.089 0.231 0.083 -0.26
H -1.016 -0.767 4.658 -0.070 0.010 -0.039 0.20
H -1.353 -0.024 3.070 -0.033 -0.049 0.040 0.20
H -2.566 -1.085 3.842 0.024 0.015 -0.014 0.17
H 0.174 -4.014 1.939 0.099 -0.069 0.082 0.22
H -0.230 -4.744 -0.376 0.145 -0.116 -0.078 0.23
H -2.474 -2.796 -2.709 -0.048 -0.048 0.029 0.20
H -2.416 -4.511 -2.319 -0.038 0.038 -0.103 0.23
H 3.030 -1.820 -2.537 0.029 0.010 -0.028 0.22
H 3.570 -2.901 -1.243 -0.073 -0.021 -0.116 0.24
H 2.794 -0.645 -0.410 -0.025 -0.046 0.078 0.21
H 1.919 -2.007 0.295 0.044 0.052 0.025 0.22
H -0.044 -1.133 -0.421 0.045 0.003 -0.019 0.25
H 0.983 0.629 0.815 -0.073 -0.085 -0.098 0.41
C 1.323 2.879 1.755 0.121 -0.322 -0.024 -0.41
C 2.741 2.444 2.120 0.010 0.332 0.042 -0.40
C 3.765 3.175 1.259 0.057 -0.348 -0.067 -0.40
C 3.487 2.913 -0.217 -0.031 0.319 0.064 -0.40
C 2.077 3.365 -0.586 0.098 -0.263 -0.048 -0.41
H 1.882 3.153 -1.637 -0.064 0.111 0.017 0.24
H 1.988 4.441 -0.430 -0.048 0.101 0.021 0.20
H 4.211 3.446 -0.835 0.023 -0.066 -0.056 0.21
H 3.592 1.847 -0.424 0.060 -0.055 -0.051 0.20
H 4.772 2.842 1.516 0.043 0.076 0.037 0.21
H 3.706 4.248 1.455 0.037 0.086 0.038 0.19
H 2.920 2.652 3.176 -0.011 -0.099 0.028 0.21
H 2.850 1.368 1.971 0.039 -0.086 0.064 0.19
H 1.209 3.943 1.972 -0.057 0.063 -0.024 0.21
H 0.598 2.334 2.362 -0.068 0.067 0.013 0.22
H -4.686 2.114 -0.859 -0.061 0.007 -0.086 0.22
H -3.777 0.828 -0.057 0.023 -0.107 -0.013 0.21
H -5.382 1.278 0.538 -0.115 -0.064 0.023 0.22
```
Positions in Å, forces in eV/Å.

Results
SMILES string = CCOC(=O)CC1(NC(=O)[C@@H]2CCC(=O)N(CCc3ccc(OC)cc3)C2)CCCCC1
Lowest unoccupied orbital energy = 0.63 eV
E_tot = -1460.02650 hartree
Relative energy (zero: lowest compared OMol25 entry of this formula, charge and spin) = 0.0 kcal/mol

---

# 2
One molecule with the formula CH7N5O3. Source: OMol25; level of theory: ωB97M-V/def2-TZVPD.

```
16
Properties=species:S:1:pos:R:3:forces:R:3:mulliken_spin:R:1
C -0.114 0.993 -0.299 0.994 -5.725 0.049 0.07
N 0.515 2.158 -0.052 0.570 1.542 1.668 0.73
N -1.954 -0.979 -1.098 2.095 -0.004 0.382 0.00
N 1.765 -1.224 0.690 -0.834 -3.388 3.545 0.28
N -1.608 -0.872 0.241 -2.797 0.205 1.790 0.02
N 2.120 -0.465 -0.309 3.624 0.941 -0.305 0.61
O 1.337 2.004 1.073 -0.050 -2.846 -2.841 0.11
O -0.639 0.206 0.743 0.081 2.278 -1.724 0.07
O 1.101 -0.061 -1.023 -3.032 0.969 -0.598 0.10
H -0.705 0.889 -1.184 -0.256 0.963 -0.406 0.01
H -2.506 -0.207 -1.425 0.021 0.445 -0.614 0.00
H -1.063 -1.159 -1.623 -1.352 0.190 0.269 0.00
H 2.460 -1.838 1.300 -1.552 2.185 -2.496 0.00
H 0.811 -1.616 0.651 0.608 0.198 0.110 0.00
H -2.530 -0.505 0.727 2.493 -1.073 -1.029 0.00
H 1.009 2.675 1.588 -0.613 3.120 2.200 0.01
```
Positions in Å, forces in eV/Å.

Results
Multiplicity = 3
Lowest unoccupied orbital energy (spin up / spin down) = 0.57 / -1.79 eV
<S²> = 2.009
E_tot = -541.41378 hartree

---

# 3
A 7-piece molecular cluster, C50H50BF9NO28S2 overall. Source: OMol25; level of theory: ωB97M-V/def2-TZVPD.

```
141
Properties=species:S:1:pos:R:3:forces:R:3:lowdin_charge:R:1
C -1.132 -0.660 2.716 -0.070 -0.306 -0.592 -0.10
C -1.193 -0.567 1.176 -0.121 0.234 0.739 -0.24
C -2.464 -1.230 0.651 0.406 0.522 -0.337 -0.11
C -2.447 -1.697 -0.825 0.213 -1.392 0.614 -0.36
C -3.850 -1.638 -1.461 0.509 0.181 -0.208 -0.09
O -3.919 -0.636 -2.480 -0.299 0.313 0.214 -0.17
O -4.337 -1.246 -3.700 -0.517 -0.340 -0.097 -0.05
O -2.132 -3.085 -0.760 -0.125 0.014 -0.323 -0.02
B -0.663 -3.318 -1.081 -1.186 -0.859 0.591 -0.79
C 0.001 -3.886 0.317 0.859 0.592 -0.482 -0.15
N 1.461 -3.632 0.498 -0.200 -0.154 0.800 -0.01
C -0.652 -4.489 -2.254 0.359 0.504 0.464 -0.06
C 0.712 -4.736 -2.898 -0.138 -0.537 -0.360 -0.10
C 1.052 -3.826 -4.077 -0.900 0.252 0.562 -0.43
F 0.062 -2.905 -4.270 0.309 -0.130 -0.105 0.11
F 1.105 -4.539 -5.243 0.192 0.228 0.046 0.08
C 2.338 -2.953 -3.888 -0.288 1.052 0.317 -0.38
F 2.412 -2.540 -2.597 0.048 -0.366 -1.229 0.12
F 2.253 -1.838 -4.666 0.240 -0.991 0.453 0.11
S 3.966 -3.824 -4.340 0.538 0.828 0.190 0.78
F 3.524 -3.890 -5.856 -0.172 -0.121 -0.116 -0.13
F 3.356 -5.248 -4.041 -0.159 -0.212 -0.035 -0.12
F 4.515 -3.753 -2.852 -0.080 -0.184 0.076 -0.14
F 4.670 -2.418 -4.621 -0.002 -0.053 0.009 -0.15
F 5.319 -4.538 -4.759 0.101 -0.078 -0.012 -0.13
O -0.197 -1.985 -1.485 0.793 0.531 0.647 0.01
C -1.310 -1.200 -1.751 -0.712 -0.287 -1.310 -0.35
C -1.017 0.292 -1.847 0.501 0.050 0.584 -0.39
S -1.350 0.922 -3.506 0.283 -0.020 -0.143 0.90
C -1.315 2.707 -3.209 -0.702 -0.058 0.203 -0.55
C -2.679 3.218 -2.730 0.447 -0.240 -0.264 -0.17
H -2.127 -0.879 3.096 -0.154 0.209 0.265 0.06
H -0.751 0.252 3.162 0.069 0.086 0.205 0.06
H -0.503 -1.498 3.003 0.147 -0.075 0.165 0.06
H -0.298 -1.018 0.763 0.037 -0.085 -0.255 0.10
H -1.186 0.488 0.914 0.067 0.130 -0.189 0.09
H -3.316 -0.581 0.868 -0.055 0.216 -0.031 0.11
H -2.611 -2.135 1.231 -0.184 -0.230 -0.019 0.12
H -4.027 -2.612 -1.894 -0.040 -0.129 -0.220 0.13
H -4.619 -1.444 -0.714 -0.136 0.161 0.024 0.12
H -3.674 -0.950 -4.337 0.343 0.234 0.215 0.08
H -0.138 -4.959 0.413 -0.093 0.275 0.024 0.05
H -0.498 -3.435 1.180 -0.171 0.083 0.054 0.08
H 2.036 -4.346 0.086 0.099 0.067 -0.276 0.03
H 1.719 -2.716 0.166 0.066 -0.015 -0.376 0.04
H -0.895 -5.409 -1.721 -0.092 -0.193 0.034 0.08
H -1.446 -4.353 -2.986 0.037 0.102 -0.256 0.10
H 1.493 -4.703 -2.145 0.127 0.182 0.096 0.11
H 0.739 -5.747 -3.303 0.185 -0.090 -0.208 0.12
H -1.626 -1.494 -2.767 -0.367 -0.005 -0.010 0.12
H -1.547 0.851 -1.082 -0.382 0.204 -0.159 0.07
H 0.040 0.430 -1.632 0.168 0.003 -0.030 0.09
H -0.561 2.948 -2.467 0.328 0.009 -0.082 0.06
H -1.058 3.174 -4.154 0.186 0.039 -0.139 0.06
H -2.752 4.292 -2.850 -0.054 0.206 0.067 0.04
H -3.449 2.731 -3.318 -0.278 -0.008 0.037 0.06
H -2.804 2.964 -1.682 -0.249 -0.029 0.151 0.06
C 0.853 -8.852 1.634 -0.020 0.123 -0.045 0.08
C 0.551 -10.036 2.183 0.199 0.177 -0.062 -0.23
C -0.866 -10.561 2.200 -0.398 0.132 -0.145 -0.31
O -1.087 -11.655 2.697 0.384 -0.049 0.050 0.08
C -1.910 -9.738 1.625 0.039 -0.154 0.086 0.07
C -1.607 -8.549 1.079 -0.346 -0.122 0.030 -0.23
C -0.195 -8.038 1.038 0.305 -0.058 0.138 -0.29
O -0.009 -6.963 0.510 0.024 -0.410 -0.144 0.11
O -2.511 -7.750 0.544 0.170 0.081 -0.032 0.13
O 1.479 -10.812 2.737 -0.182 -0.129 -0.170 0.10
H 1.862 -8.464 1.612 0.011 -0.022 0.010 0.14
H -2.922 -10.118 1.659 -0.008 0.010 -0.010 0.13
H -2.037 -6.955 0.221 -0.031 0.049 -0.007 0.13
H 1.021 -11.604 3.066 -0.015 -0.011 0.125 0.10
C -0.762 7.616 -2.905 -0.019 -0.143 0.032 0.09
C -0.792 8.954 -2.877 0.074 -0.226 -0.183 -0.24
C -1.209 9.715 -1.649 -0.103 -0.138 0.371 -0.31
O -1.189 10.932 -1.699 0.059 0.069 -0.190 0.10
C -1.614 8.960 -0.478 -0.076 0.243 0.000 0.06
C -1.585 7.622 -0.504 -0.132 0.326 0.142 -0.25
C -1.143 6.861 -1.722 0.171 0.063 -0.363 -0.30
O -1.132 5.649 -1.654 0.016 0.005 0.242 0.11
O -1.935 6.881 0.539 0.127 -0.159 -0.079 0.12
O -0.457 9.710 -3.916 -0.022 0.102 0.063 0.11
H -0.461 7.059 -3.781 0.016 0.014 -0.007 0.14
H -1.927 9.515 0.396 -0.012 -0.011 0.000 0.14
H -1.822 5.950 0.263 0.021 -0.056 -0.002 0.13
H -0.566 10.634 -3.621 0.002 0.061 0.025 0.12
C 1.559 10.181 3.432 0.111 0.086 0.065 0.07
C 1.102 9.347 2.489 -0.124 0.081 0.262 -0.23
C 1.951 8.938 1.316 0.358 0.090 -0.127 -0.31
O 1.468 8.169 0.507 -0.208 -0.087 0.001 0.11
C 3.291 9.485 1.210 -0.100 -0.092 -0.091 0.08
C 3.752 10.319 2.153 0.111 -0.095 -0.235 -0.23
C 2.909 10.715 3.339 -0.371 -0.060 0.101 -0.31
O 3.391 11.468 4.160 0.169 0.115 -0.069 0.11
O 4.969 10.844 2.100 -0.042 0.161 0.132 0.10
O -0.116 8.824 2.518 0.070 -0.053 -0.134 0.11
H 0.959 10.482 4.279 -0.013 -0.020 0.003 0.13
H 3.885 9.194 0.355 0.027 0.004 0.013 0.14
H 5.107 11.393 2.899 -0.091 -0.180 0.097 0.08
H -0.194 8.248 1.733 -0.025 -0.069 0.010 0.09
C 9.828 12.654 3.849 0.177 -0.046 0.026 0.08
C 8.489 12.689 3.829 0.194 0.175 -0.087 -0.23
C 7.657 11.585 4.424 0.104 -0.394 0.197 -0.29
O 6.444 11.699 4.381 0.043 0.222 -0.168 0.09
C 8.334 10.449 5.014 -0.195 0.048 0.003 0.08
C 9.674 10.411 5.032 -0.219 -0.181 0.087 -0.23
C 10.509 11.524 4.458 -0.081 0.393 -0.218 -0.31
O 11.718 11.420 4.531 0.067 -0.192 0.093 0.11
O 10.362 9.406 5.550 0.112 0.072 -0.027 0.12
O 7.802 13.688 3.292 -0.101 -0.082 0.041 0.12
H 10.436 13.441 3.427 -0.021 0.019 -0.004 0.14
H 7.725 9.656 5.424 0.020 -0.013 0.010 0.14
H 11.304 9.633 5.434 0.061 0.006 -0.002 0.12
H 6.860 13.472 3.417 -0.061 0.023 0.029 0.12
C 0.815 -9.808 6.671 0.088 0.131 0.094 0.08
C -0.087 -10.623 6.108 0.361 0.071 -0.016 -0.23
C -1.549 -10.557 6.459 -0.251 0.226 0.262 -0.31
O -2.305 -11.322 5.893 0.111 -0.157 -0.101 0.12
C -1.974 -9.589 7.457 -0.071 -0.116 -0.090 0.07
C -1.072 -8.776 8.021 -0.302 -0.036 0.011 -0.24
C 0.385 -8.827 7.653 0.253 -0.236 -0.288 -0.32
O 1.135 -8.043 8.203 -0.094 0.108 0.173 0.11
O -1.384 -7.870 8.938 0.121 0.026 0.018 0.11
O 0.236 -11.539 5.205 -0.298 -0.191 0.251 0.09
H 1.866 -9.846 6.424 -0.006 -0.007 -0.038 0.14
H -3.024 -9.558 7.713 -0.002 0.028 0.002 0.13
H -0.548 -7.421 9.167 0.052 0.045 -0.004 0.12
H -0.598 -11.984 4.951 -0.031 0.054 -0.144 0.11
C -7.197 -2.523 -7.750 0.029 0.121 0.077 0.07
C -7.417 -3.780 -8.150 0.035 0.265 -0.140 -0.24
C -7.485 -4.926 -7.179 0.060 -0.064 0.483 -0.32
O -7.710 -6.035 -7.635 -0.027 -0.002 -0.236 0.09
C -7.280 -4.650 -5.774 -0.067 -0.151 -0.148 0.07
C -7.053 -3.391 -5.363 0.021 -0.301 0.157 -0.23
C -7.012 -2.238 -6.334 -0.025 0.043 -0.397 -0.31
O -6.829 -1.122 -5.894 -0.030 0.004 0.193 0.12
O -6.855 -3.082 -4.097 -0.126 0.289 -0.125 0.13
O -7.595 -4.120 -9.423 -0.029 -0.098 0.008 0.10
H -7.150 -1.694 -8.441 0.001 -0.007 -0.012 0.13
H -7.314 -5.484 -5.088 0.018 0.023 0.038 0.13
H -6.694 -2.117 -4.059 0.259 -0.013 0.081 0.11
H -7.734 -5.086 -9.420 -0.008 -0.075 0.025 0.11
```
Positions in Å, forces in eV/Å.

Results
Net charge = -1
Lowest unoccupied orbital energy = -0.96 eV
E_tot = -5816.73234 hartree
Relative energy (zero: lowest compared OMol25 entry of this formula, charge and spin) = 11.6 kcal/mol